(1)
# C18H26FN2O3

A cluster of 2 separate species, C18H26FN2O3 in total (wB97M-V/def2-TZVPD, the OMol25 dataset).

XYZ file:
```
50
Properties=species:S:1:pos:R:3:mulliken_charge:R:1
C -0.80 -5.13 3.21 -0.438
H 0.64 -1.46 1.27 0.346
H 1.12 3.07 -1.12 -0.169
H 4.34 4.33 1.72 0.289
H 1.13 2.45 -2.90 0.351
H -0.52 -0.69 -4.55 0.337
H -1.28 2.60 -2.03 0.370
C -0.62 1.68 -1.65 -0.740
H 1.71 1.28 -1.42 0.128
H 2.19 -2.55 -0.50 0.302
H -0.12 -6.07 3.40 0.302
H 0.04 1.10 -4.40 0.337
O 1.51 5.82 1.46 -0.306
C -1.81 -3.01 1.62 0.175
H -3.50 -1.76 2.81 0.234
N -1.36 -0.87 -1.71 0.497
H 1.94 -1.08 -1.65 0.068
H 2.17 4.35 2.73 0.253
C -1.05 0.35 -2.53 -0.075
H 1.06 -0.24 -3.46 0.213
H -3.37 -1.16 -2.86 0.387
N -2.80 -3.42 4.23 -0.400
H -0.99 1.48 -0.55 0.279
H -2.12 -3.71 -1.28 0.339
O 1.13 5.57 -0.78 -0.558
H -0.23 -2.62 -0.96 0.154
C -1.99 -2.09 0.28 -0.186
H -3.90 -2.98 -0.64 0.337
H -2.49 -1.05 0.58 0.328
C -0.77 -4.30 1.77 -0.101
C 1.85 5.45 0.19 0.691
H 2.70 6.00 3.15 0.292
F 3.21 -0.62 0.01 -0.308
C 2.04 -1.37 -0.52 -0.187
C -2.79 -2.78 -1.02 -0.521
C -0.01 0.06 -3.81 -1.020
C -2.75 -2.69 2.92 -0.282
C -0.68 -1.59 -0.58 -0.447
H 0.52 0.21 0.42 0.220
O 3.11 4.92 0.16 -0.301
H 4.29 6.08 1.37 0.278
C -2.57 -1.48 -2.04 0.051
C 0.60 -0.93 0.20 -0.309
C -1.87 -4.60 4.33 -0.123
H -0.07 -4.57 0.87 0.278
C 0.96 2.10 -1.78 -0.346
C 3.69 5.16 1.42 -0.293
C 2.51 5.31 2.32 -0.325
H -2.08 0.66 -3.06 0.301
H -1.92 -5.22 5.34 0.298
```

calculated total energy: -30909.2574 eV
strongest force on any atom: 6.495 eV Å⁻¹
HOMO: -11.68 eV
molar mass: 337.41 g/mol
gap between HOMO and LUMO: 7.0 eV
net charge: +1
2S+1: 1


(2)
# C18H26KN5O3

A structure of composition C18H26KN5O3 (wB97M-V/def2-TZVPD, the OMol25 dataset).

XYZ file:
```
53
Properties=species:S:1:pos:R:3:mulliken_charge:R:1
C 5.43 15.75 18.15 -1.122
H 7.20 16.74 23.43 0.390
H 12.15 14.58 20.60 0.645
C 6.78 14.10 21.44 -0.299
H 10.72 15.48 19.87 0.198
H 9.44 15.70 18.83 -0.466
C 9.67 15.77 19.90 -0.576
C 10.81 14.41 17.15 0.302
H 9.23 14.88 20.34 0.762
H 8.23 14.67 19.07 -1.092
H 8.26 15.54 19.59 1.145
H 5.97 14.79 20.11 -0.039
N 8.19 12.34 16.78 0.024
C 6.99 15.95 22.72 -1.233
C 12.60 15.35 21.20 -0.545
C 13.00 16.60 20.86 -0.334
C 13.34 17.29 22.03 -0.898
H 11.17 15.43 17.23 0.337
H 6.90 13.95 16.72 0.408
H 8.37 16.92 17.40 0.383
C 7.72 13.53 17.27 -1.436
H 4.38 15.61 17.99 0.474
H 9.70 10.89 17.34 0.481
C 9.16 11.79 17.60 -0.789
H 12.51 14.47 23.17 0.231
C 9.24 12.75 18.63 -0.623
N 7.47 15.84 19.04 0.640
K 10.75 17.36 21.81 1.005
C 5.55 14.49 21.83 -0.935
H 5.87 17.36 16.75 0.475
N 12.64 15.30 22.62 -0.018
C 7.65 15.05 21.97 0.505
N 5.69 15.60 22.64 0.049
H 13.45 16.62 24.14 0.457
H 9.88 12.53 19.47 0.448
C 6.21 16.66 17.49 -0.824
H 10.17 14.11 17.98 -1.119
H 10.41 14.05 16.20 0.334
H 6.97 13.24 20.81 0.741
O 9.24 17.00 20.40 -1.324
O 13.08 14.08 17.55 -0.613
H 4.95 16.18 23.01 0.226
C 13.20 16.48 23.10 -0.292
H 8.72 15.00 22.06 0.445
H 7.91 11.99 15.87 0.236
H 13.18 16.91 19.84 0.434
N 11.97 13.51 17.47 0.978
O 11.78 12.36 17.83 -0.547
C 6.16 15.47 19.29 0.010
C 8.45 13.86 18.40 1.775
C 7.47 16.51 17.83 -0.258
H 13.74 18.28 22.10 0.427
H 4.54 14.11 21.72 0.418
```

calculated total energy: -48991.3486 eV
strongest force on any atom: 7.183 eV Å⁻¹
HOMO: -6.82 eV
molar mass: 399.54 g/mol
gap between HOMO and LUMO: 6.6 eV
2S+1: 1


(3)
# C18H26N2O12PS

A cluster of 3 separate species, C18H26N2O12PS in total (wB97M-V/def2-TZVPD, the OMol25 dataset).

XYZ file:
```
60
Properties=species:S:1:pos:R:3:mulliken_charge:R:1
O 2.25 -1.24 3.19 -0.538
C 3.01 -4.77 -0.56 0.581
C 4.95 -3.82 -1.15 -0.400
H -0.24 6.99 0.22 0.269
O 2.69 -3.51 -0.97 -0.219
O 2.91 1.26 2.17 -0.441
H 2.48 1.68 2.95 0.351
H 0.76 -4.06 0.69 -0.407
O 1.55 -0.11 -2.33 -0.499
O 2.21 -5.60 -0.26 -0.554
C -1.50 0.79 -2.19 -1.215
O 4.35 -4.95 -0.52 -0.315
H -1.65 3.82 -0.47 0.309
C -0.08 -4.20 3.35 0.504
C -1.27 6.60 0.41 -0.799
C 0.43 -0.03 1.16 0.067
C -2.16 2.20 -2.44 -0.716
H 4.00 -2.21 -0.06 0.142
H -1.85 7.30 1.06 0.308
H -4.35 0.32 0.50 0.297
H -2.18 -0.01 -2.61 0.447
H -0.56 -0.53 3.10 0.467
C -0.95 -5.12 1.50 -0.427
H -2.89 2.53 -1.65 0.468
H -0.79 -3.23 0.45 0.229
H 5.15 -4.07 -2.20 0.260
O 0.21 -4.03 4.49 -0.522
C -2.00 6.53 -0.97 0.578
O -0.49 -5.37 2.82 -0.338
C -1.23 4.33 -1.37 -0.708
H -3.72 0.77 3.14 0.237
H 1.84 0.56 -2.98 0.392
H 1.53 -1.91 3.14 0.379
H -0.70 -5.95 0.84 0.350
C -0.74 -0.25 2.04 -0.276
C -0.22 -3.86 1.13 0.551
H 5.89 -3.56 -0.67 0.335
C -2.35 0.16 0.26 0.477
H -0.10 2.93 -2.74 0.303
N -2.05 -0.15 1.58 -0.021
O 2.20 1.38 -0.82 -0.483
H -0.20 4.70 -1.13 0.459
H -1.36 4.00 -3.53 0.409
H -1.23 5.63 0.96 0.266
C -1.25 0.44 -0.70 0.577
O -2.46 7.55 -1.40 -0.515
C 1.36 0.60 -1.15 -0.058
H -2.74 2.11 -3.39 0.245
C 3.90 -2.76 -1.00 -0.089
C -1.12 3.38 -2.63 -0.561
S -3.30 -0.48 2.74 -0.160
H 3.90 -2.05 -1.82 0.254
C 0.13 0.35 -0.25 0.469
H -3.78 0.99 -0.89 0.321
O -0.03 -3.21 2.39 -0.151
H -0.58 0.74 -2.81 0.380
O -2.15 5.39 -1.74 -0.310
P 2.22 -0.22 1.83 0.236
H -2.03 -4.99 1.52 0.271
N -3.64 0.22 -0.23 -0.466
```

calculated total energy: -66754.1928 eV
strongest force on any atom: 4.422 eV Å⁻¹
HOMO: -11.49 eV
molar mass: 525.45 g/mol
gap between HOMO and LUMO: 6.7 eV
net charge: +1
2S+1: 1


(4)
# C18H26N2O2

A structure of composition C18H26N2O2 (wB97M-V/def2-TZVPD, the OMol25 dataset).

XYZ file:
```
48
Properties=species:S:1:pos:R:3:mulliken_charge:R:1
C -1.26 -0.69 2.47 0.466
C 2.80 -2.62 1.57 0.947
O -0.34 -0.49 -1.48 -0.502
H -0.44 0.99 -5.49 0.080
O -1.97 -0.89 3.67 -0.838
H 3.55 -2.15 2.37 0.169
H -0.58 4.02 -0.58 0.290
H 3.28 -4.47 1.57 0.422
C -0.32 1.94 -3.59 0.159
H 0.09 -2.13 4.09 0.557
H 1.73 -1.11 3.66 0.264
H 2.70 -0.30 1.35 0.227
H -4.24 1.79 -3.05 0.017
C -0.77 2.52 -2.54 0.414
C 3.29 -3.61 1.00 -1.506
C -2.09 0.12 1.48 -0.016
H 1.84 -1.54 0.01 0.000
C 0.63 2.17 -0.34 -0.990
H -2.75 -0.22 -0.19 0.570
H -2.91 0.76 -5.17 0.334
C 2.80 -1.30 0.79 -1.581
H 3.58 -1.27 0.29 1.006
H 1.13 2.53 0.54 0.485
C 1.42 -2.79 2.34 -0.932
H 0.46 -0.52 1.58 -0.454
N -0.40 1.24 0.16 0.817
H -2.88 2.69 -1.48 0.905
H 1.62 -3.60 2.94 0.538
C -2.43 2.46 -2.23 -0.941
N -0.11 -0.89 2.50 0.325
C -1.33 1.43 1.17 -0.712
H 0.75 2.21 -3.67 0.344
H 4.25 -3.51 0.53 0.400
C -1.86 -0.54 0.10 -1.845
H -0.65 1.99 2.20 0.247
H -2.06 2.38 0.96 0.246
C -2.34 1.36 -4.42 -0.440
H -1.81 -1.49 0.29 0.622
C -0.68 0.02 -0.50 0.481
C -2.91 1.82 -3.19 -0.127
H -2.94 0.47 1.94 0.577
C 0.67 -1.61 3.38 -0.788
H 0.70 3.79 -1.69 0.538
C -1.14 1.43 -4.50 -0.337
H 2.46 -3.87 0.12 0.248
H 0.67 -3.02 1.47 0.218
C -0.14 3.21 -1.37 -1.242
H 0.95 1.30 -1.08 0.338
```

calculated total energy: -26147.3124 eV
strongest force on any atom: 19.489 eV Å⁻¹
HOMO: -8.52 eV
molar mass: 302.42 g/mol
gap between HOMO and LUMO: 9.1 eV
2S+1: 1


no.,LUMO energy (eV)
1,-4.665
2,-0.269
3,-4.791
4,0.587